A 11-piece molecular cluster, C48H106Br3N12O3 overall at a distorted geometry. Source: the Open Molecules 2025 dataset; level of theory: ωB97M-V/def2-TZVPD.

Last column: Mulliken charge in e.
CARTESIAN COORDINATES (ANGSTROEM)
C (-0.975, 7.089, -10.654)  -1.31
C (-1.512, 7.198, -9.176)  -0.33
N (-1.348, 5.992, -8.423)  0.20
C (-2.029, 5.764, -7.250)  -0.38
C (-1.768, 4.465, -6.773)  -0.42
N (-0.904, 3.897, -7.760)  0.09
C (-0.683, 4.830, -8.719)  -0.04
C (-0.300, 2.537, -7.725)  -0.84
H (0.089, 6.865, -10.573)  0.42
H (-1.259, 8.047, -11.090)  0.37
H (-1.594, 6.424, -11.256)  0.37
H (-2.580, 7.408, -9.243)  0.38
H (-1.018, 8.012, -8.646)  0.34
H (-2.730, 6.460, -6.813)  0.40
H (-2.116, 3.902, -5.920)  0.46
H (-0.016, 4.733, -9.562)  0.30
H (-1.095, 1.840, -7.990)  0.36
H (0.158, 2.334, -6.757)  0.35
H (0.413, 2.493, -8.548)  0.28
C (-12.691, 1.758, 5.908)  -1.09
C (-12.922, 1.533, 4.445)  -0.52
N (-11.770, 1.628, 3.557)  0.19
C (-10.714, 0.738, 3.514)  -0.26
C (-9.681, 1.151, 2.702)  -0.54
N (-10.208, 2.303, 2.120)  0.11
C (-11.472, 2.582, 2.601)  -0.06
C (-9.544, 3.045, 1.139)  -0.90
H (-11.837, 1.215, 6.313)  0.38
H (-13.588, 1.416, 6.424)  0.35
H (-12.472, 2.800, 6.140)  0.30
H (-13.736, 2.209, 4.181)  0.32
H (-13.311, 0.536, 4.236)  0.37
H (-10.832, -0.151, 4.116)  0.44
H (-8.766, 0.684, 2.369)  0.46
H (-12.169, 3.322, 2.237)  0.40
H (-9.378, 2.412, 0.268)  0.37
H (-8.572, 3.240, 1.593)  0.35
H (-10.003, 3.980, 0.817)  0.33
C (10.592, -6.635, -1.242)  -1.04
C (11.543, -5.715, -0.489)  -0.45
N (10.962, -4.469, -0.067)  0.20
C (10.190, -4.323, 1.048)  -0.27
C (9.810, -3.019, 1.189)  -0.55
N (10.363, -2.302, 0.078)  0.13
C (11.123, -3.217, -0.565)  -0.14
C (10.290, -0.946, -0.291)  -0.73
H (10.112, -6.049, -2.026)  0.32
H (9.844, -6.969, -0.523)  0.32
H (10.982, -7.561, -1.665)  0.36
H (12.374, -5.357, -1.097)  0.30
H (11.881, -6.307, 0.361)  0.33
H (9.980, -5.215, 1.619)  0.44
H (9.247, -2.444, 1.909)  0.45
H (11.775, -3.000, -1.397)  0.37
H (10.988, -0.268, 0.200)  0.34
H (9.341, -0.503, 0.013)  0.34
H (10.477, -0.848, -1.360)  0.29
C (0.421, 3.490, 11.685)  -1.10
C (1.900, 3.857, 11.795)  -0.50
N (2.709, 2.774, 11.382)  0.18
C (3.364, 2.682, 10.176)  -0.25
C (3.960, 1.431, 10.235)  -0.43
N (3.800, 0.820, 11.475)  0.13
C (3.100, 1.738, 12.220)  -0.15
C (4.290, -0.393, 12.005)  -0.76
H (-0.328, 4.171, 12.091)  0.37
H (0.190, 2.539, 12.166)  0.35
H (0.165, 3.279, 10.647)  0.34
H (2.074, 4.098, 12.844)  0.32
H (2.258, 4.669, 11.162)  0.33
H (3.206, 3.389, 9.376)  0.40
H (4.484, 0.948, 9.423)  0.40
H (2.978, 1.902, 13.280)  0.37
H (4.250, -0.409, 13.094)  0.32
H (5.282, -0.537, 11.577)  0.33
H (3.630, -1.244, 11.837)  0.33
C (3.436, -4.593, -0.286)  -1.34
C (3.086, -3.109, -0.475)  -0.43
C (2.229, -2.565, 0.705)  -0.71
C (1.577, -1.291, 0.361)  -0.90
N (0.780, -0.568, 1.449)  -0.03
C (0.292, 0.779, 0.888)  -0.56
C (-0.032, 1.558, 2.150)  -0.74
C (0.800, 1.016, 3.281)  -0.56
C (1.609, -0.107, 2.649)  -0.68
C (-0.357, -1.500, 1.936)  -0.94
H (2.571, -5.251, -0.199)  0.37
H (4.119, -4.698, 0.557)  0.33
H (3.996, -4.864, -1.181)  0.38
H (2.534, -3.074, -1.415)  0.38
H (3.961, -2.463, -0.536)  0.38
H (2.717, -2.681, 1.673)  0.41
H (1.526, -3.385, 0.854)  0.39
H (0.831, -1.376, -0.430)  0.48
H (2.421, -0.680, 0.041)  0.37
H (-0.570, 0.668, 0.230)  0.46
H (1.088, 1.202, 0.276)  0.42
H (-1.099, 1.634, 2.362)  0.36
H (0.246, 2.610, 2.087)  0.36
H (0.207, 0.604, 4.098)  0.36
H (1.434, 1.835, 3.621)  0.31
H (1.730, -1.025, 3.224)  0.47
H (2.655, 0.119, 2.444)  0.44
H (-1.044, -0.842, 2.468)  0.48
H (0.035, -2.344, 2.504)  0.33
H (-0.875, -1.779, 1.019)  0.38
C (6.336, -2.849, -8.064)  -0.86
N (7.469, -2.585, -9.206)  0.00
C (8.325, -3.867, -9.456)  -0.81
C (6.679, -2.166, -10.507)  -0.87
C (8.406, -1.363, -8.880)  -0.63
C (9.491, -1.653, -7.841)  -0.70
O (8.806, -1.855, -6.597)  -0.52
H (5.758, -1.961, -7.811)  0.38
H (6.785, -3.069, -7.096)  0.37
H (5.791, -3.718, -8.433)  0.40
H (7.784, -4.756, -9.779)  0.34
H (8.949, -4.044, -8.579)  0.32
H (8.962, -3.572, -10.290)  0.39
H (5.961, -2.918, -10.834)  0.35
H (7.445, -1.955, -11.254)  0.42
H (6.170, -1.224, -10.309)  0.38
H (7.869, -0.447, -8.634)  0.48
H (8.909, -0.994, -9.774)  0.38
H (10.066, -0.737, -7.702)  0.36
H (10.237, -2.384, -8.152)  0.43
H (8.218, -1.123, -6.397)  0.36
C (-6.301, 6.663, 7.723)  -0.86
N (-7.377, 7.078, 6.714)  -0.12
C (-6.740, 8.356, 6.033)  -0.92
C (-7.714, 5.929, 5.771)  -0.91
C (-8.650, 7.603, 7.344)  -0.48
C (-9.712, 8.153, 6.307)  -0.61
O (-10.305, 7.203, 5.512)  -0.48
H (-5.355, 6.536, 7.196)  0.38
H (-6.629, 5.800, 8.301)  0.39
H (-6.229, 7.550, 8.352)  0.40
H (-7.295, 8.625, 5.133)  0.39
H (-5.847, 7.887, 5.619)  0.45
H (-6.614, 9.163, 6.754)  0.34
H (-8.170, 6.387, 4.894)  0.41
H (-8.348, 5.161, 6.215)  0.35
H (-6.793, 5.395, 5.537)  0.34
H (-8.361, 8.340, 8.092)  0.44
H (-9.121, 6.793, 7.902)  0.39
H (-9.326, 8.897, 5.610)  0.24
H (-10.503, 8.764, 6.742)  0.53
H (-11.263, 7.239, 5.571)  0.33
C (-2.712, -7.130, -3.703)  -0.92
N (-3.070, -8.150, -4.800)  -0.13
C (-2.931, -9.551, -4.211)  -0.79
C (-4.580, -8.023, -5.033)  -0.98
C (-2.420, -7.852, -6.144)  -0.52
C (-0.884, -7.644, -6.041)  -0.58
O (-0.267, -8.701, -5.298)  -0.49
H (-2.750, -6.139, -4.156)  0.37
H (-1.733, -7.462, -3.357)  0.37
H (-3.435, -7.280, -2.901)  0.42
H (-2.889, -10.257, -5.040)  0.35
H (-3.582, -9.710, -3.352)  0.38
H (-1.927, -9.656, -3.801)  0.36
H (-5.095, -8.171, -4.084)  0.42
H (-5.025, -8.722, -5.741)  0.40
H (-4.867, -6.999, -5.270)  0.45
H (-2.769, -6.864, -6.444)  0.33
H (-2.761, -8.596, -6.864)  0.45
H (-0.546, -6.718, -5.574)  0.34
H (-0.463, -7.720, -7.044)  0.45
H (0.650, -8.730, -5.580)  0.31
Br (5.745, 2.168, -3.866)  -0.99
Br (-4.892, -0.954, -3.103)  -0.99
Br (-5.142, -0.002, 7.357)  -0.99

Calculated values
Gap between HOMO and LUMO   4.4945 eV
Multiplicity   1
E_LUMO   -6.71 eV
Net charge   +5
Calculated total energy   -285596.9652 eV



One molecule with the formula C5H6O3 at a distorted geometry. Source: the Open Molecules 2025 dataset; level of theory: ωB97M-V/def2-TZVPD.

Last column: natural (NBO) charge in e.
CARTESIAN COORDINATES (ANGSTROEM)
C (2.140, -1.068, -0.139)  -0.28
C (1.370, 0.054, 0.037)  -0.13
C (1.799, 1.490, 0.140)  -0.66
C (-0.033, -0.539, 0.018)  0.47
O (-0.309, -1.706, 0.001)  -0.56
C (-1.334, 0.349, -0.001)  0.67
O (-1.157, 1.587, -0.230)  -0.57
O (-2.533, -0.253, 0.136)  -0.63
H (1.640, -1.996, 0.148)  0.22
H (3.296, -1.245, -0.319)  0.21
H (1.401, 1.878, 1.018)  0.24
H (2.980, 1.598, 0.166)  0.24
H (1.135, 2.269, -0.540)  0.27
H (-2.104, -1.252, -0.053)  0.51

Calculated values
Structure (SMILES)   C=C(C)C(=O)C(=O)O
Gap between HOMO and LUMO   9.3076 eV
Multiplicity   1
E_LUMO   -0.78 eV
ΔE to the lowest compared entry with this formula, charge and spin   54.4 kcal per mole
Net charge   0
Calculated total energy   -11422.0541 eV



C46H38IrN6O3P2S as an isolated structure at a distorted geometry. Source: the Open Molecules 2025 dataset; level of theory: ωB97M-V/def2-TZVPD.

Last column: Löwdin spin population.
CARTESIAN COORDINATES (ANGSTROEM)
Ir (1.491, 0.286, 1.076)  2.10
N (3.530, -1.824, -2.242)  0.01
C (2.989, -1.030, -1.300)  0.04
S (2.373, -1.732, 0.216)  0.31
N (2.894, 0.198, -1.638)  0.01
N (2.245, 1.029, -0.757)  0.08
C (2.279, 2.294, -0.993)  0.03
C (1.590, 3.333, -0.210)  0.03
C (2.131, 4.639, -0.150)  0.00
C (1.551, 5.627, 0.642)  0.02
C (0.368, 5.377, 1.309)  0.00
C (-0.246, 4.130, 1.172)  0.03
C (0.375, 3.123, 0.442)  0.03
O (-0.313, 1.968, 0.323)  0.37
H (4.113, -2.594, -1.946)  0.00
H (3.967, -1.304, -2.991)  0.00
H (2.911, 2.603, -1.848)  0.00
H (3.038, 4.851, -0.682)  0.00
H (1.997, 6.606, 0.733)  0.00
H (-0.125, 6.111, 1.965)  0.00
H (-1.213, 3.902, 1.644)  0.00
O (3.997, -2.610, 7.630)  0.00
N (4.306, -1.682, 6.904)  0.00
O (5.287, -0.987, 7.012)  0.00
C (3.327, -1.350, 5.831)  0.00
C (2.035, -1.575, 6.111)  0.00
C (1.042, -1.185, 5.148)  0.00
C (-0.322, -1.367, 5.411)  0.01
C (-1.238, -0.935, 4.480)  0.00
C (-0.746, -0.386, 3.285)  0.01
N (0.537, -0.258, 2.987)  0.03
C (1.432, -0.637, 3.925)  0.01
C (2.835, -0.383, 3.672)  0.01
N (3.150, 0.279, 2.543)  0.11
C (4.408, 0.569, 2.297)  0.02
C (5.445, 0.225, 3.175)  0.00
C (5.147, -0.477, 4.321)  0.01
C (3.800, -0.744, 4.615)  0.00
H (1.778, -1.997, 7.070)  0.00
H (-0.665, -1.804, 6.332)  0.00
H (-2.303, -1.053, 4.620)  0.00
H (-1.418, -0.008, 2.520)  0.00
H (4.579, 1.062, 1.346)  0.00
H (6.478, 0.452, 2.891)  0.00
H (5.943, -0.796, 4.988)  0.00
C (-2.511, 1.011, -0.822)  0.03
C (-2.299, -0.409, -0.260)  0.08
P (-1.912, -1.879, -1.218)  0.48
C (-0.916, -3.026, -0.253)  0.07
C (-1.063, -3.110, 1.124)  0.02
C (-0.346, -4.060, 1.847)  0.00
C (0.474, -4.948, 1.181)  0.01
C (0.649, -4.839, -0.190)  0.00
C (-0.025, -3.874, -0.922)  0.02
C (-3.325, -2.724, -1.752)  0.06
C (-4.587, -2.142, -1.713)  0.05
C (-5.675, -2.829, -2.177)  0.00
C (-5.509, -4.109, -2.698)  0.07
C (-4.260, -4.705, -2.715)  0.00
C (-3.161, -4.034, -2.215)  0.06
P (-1.081, 1.642, -1.672)  0.38
C (-1.167, 0.632, -3.232)  0.14
C (0.036, 0.183, -3.769)  0.03
C (0.063, -0.402, -5.028)  0.00
C (-1.142, -0.644, -5.698)  0.01
C (-2.343, -0.281, -5.111)  0.00
C (-2.370, 0.396, -3.918)  0.03
C (-1.311, 3.337, -2.188)  0.03
C (-2.045, 4.271, -1.477)  0.02
C (-2.028, 5.597, -1.874)  0.00
C (-1.219, 5.996, -2.955)  0.03
C (-0.480, 5.068, -3.667)  0.00
C (-0.520, 3.730, -3.298)  0.03
H (-2.743, 1.630, 0.052)  0.00
H (-3.348, 1.029, -1.520)  0.01
H (-3.122, -0.651, 0.400)  0.01
H (-1.421, -0.323, 0.413)  0.01
H (-1.728, -2.432, 1.650)  0.00
H (-0.469, -4.126, 2.929)  0.00
H (1.002, -5.737, 1.719)  0.00
H (1.279, -5.500, -0.732)  0.00
H (0.102, -3.797, -1.992)  0.00
H (-4.708, -1.138, -1.300)  0.00
H (-6.653, -2.386, -2.174)  0.00
H (-6.354, -4.643, -3.128)  0.00
H (-4.147, -5.714, -3.096)  0.00
H (-2.196, -4.497, -2.186)  0.00
H (0.960, 0.373, -3.273)  0.00
H (1.011, -0.704, -5.442)  0.00
H (-1.153, -1.061, -6.692)  0.00
H (-3.277, -0.469, -5.634)  0.00
H (-3.328, 0.704, -3.513)  0.00
H (-2.676, 3.988, -0.651)  0.00
H (-2.639, 6.295, -1.326)  0.00
H (-1.210, 7.010, -3.343)  0.00
H (0.071, 5.369, -4.526)  0.00
H (0.035, 2.985, -3.844)  0.00

Calculated values
Gap between HOMO and LUMO (spin up / spin down)   6.0105 / 4.9884 eV
Multiplicity   6
E_LUMO (spin up / spin down)   -5.34 / -7.69 eV
ΔE to the lowest compared entry with this formula, charge and spin   0.0 kcal per mole
Net charge   +2
Calculated total energy   -95634.5842 eV



A 2-piece molecular cluster, ClH3SSi overall at a distorted geometry. Source: the Open Molecules 2025 dataset; level of theory: ωB97M-V/def2-TZVPD.

Last column: natural (NBO) charge in e.
CARTESIAN COORDINATES (ANGSTROEM)
Si (-0.957, 0.434, 0.014)  0.97
S (2.189, -0.957, -0.139)  -0.56
Cl (-2.221, -1.151, -0.001)  -0.33
H (-0.054, 0.808, 1.104)  -0.07
H (-1.247, 1.044, -1.280)  -0.13
H (2.121, -2.056, 0.644)  0.11

Calculated values
Gap between HOMO and LUMO (spin up / spin down)   6.8756 / 5.7573 eV
Multiplicity   1
E_LUMO (spin up / spin down)   -1.53 / -2.03 eV
ΔE to the lowest compared entry with this formula, charge and spin   76.8 kcal per mole
Net charge   0
Calculated total energy   -31281.8477 eV